81
Properties=species:S:1:pos:R:3:mulliken_charge:R:1 method="wB97M-V/def2-TZVPD" charge=0 gap_ev=9.57 e_lumo_ev=0.542 energy_ha=-2284.4864 smiles="CC(=O)N(C)[SiH2]CCCCSc1nnco1.c1ccccc1.c1ccccc1.c1ccccc1.c1ccccc1"
C -1.0255 1.3304 2.1505 -1.42
C 0.0694 1.6888 1.1674 0.47
O 1.0285 2.3361 1.5530 -0.68
N 0.0024 1.3115 -0.1683 0.62
C -1.0886 0.4415 -0.6343 -1.61
Si 0.4399 2.5907 -1.3049 0.38
C -0.8721 3.9114 -1.4704 -0.78
C -1.3579 4.5110 -0.1438 -0.43
C -2.4796 5.5451 -0.3120 -0.91
C -3.7060 4.9122 -0.9951 -0.28
S -5.2278 5.2119 -0.0383 -0.25
C -6.0228 3.6977 -0.3499 0.35
N -5.5618 2.5982 -0.8533 -0.09
N -6.6280 1.6951 -0.8399 -0.51
C -7.6183 2.3251 -0.3307 0.07
O -7.3259 3.6045 0.0036 -0.29
H -1.9479 0.9594 1.7116 0.51
H -1.2413 2.2414 2.7126 0.33
H -0.6469 0.5970 2.8676 0.35
H -1.4344 -0.2211 0.1553 0.59
H -0.7016 -0.1929 -1.4368 0.38
H -1.9367 0.9989 -1.0507 0.39
H 1.7422 3.1910 -0.9765 -0.13
H 0.5728 1.9187 -2.6187 -0.22
H -1.6995 3.5065 -2.0648 0.36
H -0.4214 4.7028 -2.0863 0.34
H -0.5031 4.9601 0.3715 0.56
H -1.7600 3.7153 0.4966 0.07
H -2.1195 6.4068 -0.8800 0.36
H -2.7562 5.8946 0.6880 0.50
H -3.8653 5.3131 -1.9962 0.45
H -3.6049 3.8307 -1.0602 0.08
H -8.6119 1.9431 -0.1547 0.40
C 4.7571 0.2781 0.8452 -0.54
C 3.5897 0.3362 0.0960 -0.05
C 3.4835 -0.3951 -1.0793 -0.43
C 4.5447 -1.1803 -1.5094 -0.44
C 5.7132 -1.2352 -0.7618 -0.50
C 5.8187 -0.5068 0.4157 -0.47
H 4.8357 0.8433 1.7656 0.47
H 2.7604 0.9478 0.4317 0.45
H 2.5700 -0.3515 -1.6606 0.35
H 4.4617 -1.7496 -2.4269 0.43
H 6.5422 -1.8455 -1.0970 0.37
H 6.7295 -0.5514 0.9994 0.39
C 3.9951 1.9021 6.3584 -0.34
C 4.3060 0.5501 6.3018 -0.41
C 3.9203 -0.2042 5.2023 -0.54
C 3.2222 0.3939 4.1616 -0.43
C 2.9064 1.7454 4.2167 0.03
C 3.2965 2.4979 5.3170 -0.64
H 4.2994 2.4914 7.2142 0.36
H 4.8501 0.0849 7.1140 0.36
H 4.1659 -1.2576 5.1555 0.38
H 2.9281 -0.1926 3.2993 0.47
H 2.3603 2.1995 3.4002 0.44
H 3.0547 3.5524 5.3619 0.38
C -2.9152 -2.2517 -2.4484 -0.30
C -4.1332 -2.2642 -3.1132 -0.59
C -4.2529 -2.9438 -4.3178 -0.36
C -3.1567 -3.6043 -4.8567 -0.43
C -1.9369 -3.5829 -4.1942 -0.34
C -1.8172 -2.9055 -2.9886 -0.30
H -2.8180 -1.7291 -1.5051 0.39
H -4.9851 -1.7445 -2.6937 0.45
H -5.2018 -2.9578 -4.8382 0.37
H -3.2526 -4.1344 -5.7956 0.36
H -1.0810 -4.0939 -4.6172 0.36
H -0.8682 -2.8873 -2.4663 0.38
C 1.3888 -6.7610 0.4637 -0.36
C 0.1499 -6.4609 -0.0859 -0.52
C 0.0626 -5.5966 -1.1685 -0.23
C 1.2144 -5.0326 -1.7000 -0.09
C 2.4530 -5.3277 -1.1471 -0.53
C 2.5397 -6.1931 -0.0655 -0.42
H 1.4575 -7.4362 1.3070 0.36
H -0.7482 -6.8984 0.3308 0.36
H -0.9035 -5.3594 -1.5966 0.33
H 1.1479 -4.3593 -2.5461 0.37
H 3.3499 -4.8814 -1.5569 0.37
H 3.5050 -6.4235 0.3666 0.36


88
Properties=species:S:1:pos:R:3:mulliken_charge:R:1 method="wB97M-V/def2-TZVPD" charge=-1 e_above_lowest_kcal_mol=5.6 gap_ev=5.37 e_lumo_ev=1.427 energy_ha=-12760.3590
Pb -2.6644 0.8622 -0.1493 0.78
S 0.8957 0.5860 -3.4187 -0.27
C 1.1987 1.4612 -2.0465 0.09
N 2.3198 1.2927 -1.2928 0.31
C 2.5588 2.1482 -0.1452 0.01
C 2.0513 3.5355 -0.4665 -1.46
N 0.6344 3.4784 -0.7629 0.63
C -0.3066 4.3094 -0.0296 -0.92
C -0.9879 5.4054 -0.8167 0.45
C -2.3396 5.6454 -0.5950 -0.23
C -2.9765 6.7113 -1.2091 -0.70
C -2.2667 7.5546 -2.0535 -0.40
C -0.9276 7.2981 -2.3060 -0.72
C -0.2910 6.2308 -1.6887 -0.19
C 0.2189 2.5146 -1.6236 0.00
S -1.3439 2.5275 -2.1974 -0.15
C 3.2632 0.1936 -1.4804 -1.78
C 3.3407 -0.8020 -0.3413 0.53
C 4.0445 -0.5333 0.8285 -0.09
C 4.1348 -1.4824 1.8359 -0.69
C 3.5528 -2.7296 1.6737 -0.52
C 2.8742 -3.0155 0.4988 -0.44
C 2.7550 -2.0526 -0.4901 0.12
H 3.6339 2.1922 0.0365 0.45
H 2.0637 1.7382 0.7408 -0.04
H 2.5929 3.9009 -1.3478 0.35
H 2.2280 4.2187 0.3614 0.48
H 0.2475 4.7632 0.7949 0.67
H -1.0836 3.6737 0.4051 -0.12
H -2.8993 4.9835 0.0578 0.42
H -4.0314 6.8792 -1.0329 0.41
H -2.7541 8.4039 -2.5155 0.36
H -0.3720 7.9323 -2.9859 0.38
H 0.7545 6.0334 -1.9004 0.32
H 4.2556 0.6329 -1.6349 0.34
H 2.9697 -0.3210 -2.3900 0.64
H 4.5430 0.4196 0.9647 0.28
H 4.6791 -1.2537 2.7439 0.41
H 3.6387 -3.4775 2.4515 0.39
H 2.4372 -3.9956 0.3479 0.37
H 2.2104 -2.2702 -1.4000 0.12
Se -3.5741 2.2002 2.1021 -0.32
Se -5.7833 2.1216 1.3464 -0.34
Te -6.3152 -0.3307 1.3303 -0.16
Se -4.7479 -1.1110 -0.4708 -0.43
C 1.9147 -0.5671 6.4775 -1.66
C 1.1627 -0.4797 5.1746 0.77
C 0.6068 -1.6037 4.5802 -1.13
C -0.0007 -1.5485 3.3311 0.41
C -0.6471 -2.7774 2.7598 -1.34
C -0.0257 -0.3274 2.6424 1.20
Se -0.4099 -0.3668 0.7368 0.10
C 0.3880 0.8431 3.2909 0.58
C 0.1285 2.2081 2.7175 -0.89
C 0.9932 0.7420 4.5399 -1.03
H 2.1000 -1.6038 6.7578 0.36
H 1.3574 -0.0863 7.2847 0.33
H 2.8774 -0.0597 6.3907 0.36
H 0.6663 -2.5574 5.0964 0.27
H -0.5597 -3.6223 3.4444 0.39
H -0.1950 -3.0390 1.8042 0.01
H -1.7043 -2.5850 2.5660 0.30
H 0.0112 2.1559 1.6367 -0.65
H 0.9219 2.9160 2.9681 0.38
H -0.8128 2.5942 3.1200 0.48
H 1.3581 1.6454 5.0211 0.41
C -1.5699 -4.7551 -4.3539 -0.94
N -2.5830 -3.8211 -3.8872 0.11
C -3.2068 -4.3647 -2.6823 -0.95
N -2.2488 -4.6946 -1.6315 0.17
C -1.2474 -5.6018 -2.1649 -0.97
N -0.5624 -5.0900 -3.3509 0.09
C 0.2576 -3.9263 -3.0148 -1.10
P -0.6863 -2.4533 -2.3178 1.06
C -2.0216 -2.4943 -3.6389 -0.99
C -1.6439 -3.4844 -1.0766 -0.61
H -1.0688 -4.3295 -5.2273 0.40
H -2.0713 -5.6813 -4.6507 0.31
H -3.7405 -5.2790 -2.9585 0.28
H -3.9135 -3.6321 -2.2873 0.35
H -1.7383 -6.5418 -2.4352 0.28
H -0.4998 -5.8013 -1.3923 0.37
H 0.7935 -3.6043 -3.9130 0.38
H 0.9984 -4.2396 -2.2714 0.48
H -1.5918 -2.1066 -4.5672 0.38
H -2.8304 -1.8255 -3.3313 0.41
H -2.4333 -2.8651 -0.6427 0.18
H -0.9547 -3.7623 -0.2738 0.31